No. 1
Here is an isolated ion of composition C6H13N5 and charge +2 at a distorted geometry from the Open Molecules 2025 dataset. Energies are from ωB97M-V with the def2-TZVPD basis set.

* HOMO level (alpha / beta): -18.887 / -18.888 eV
* frontier orbital gap (alpha / beta): 0.277 / 0.277 Ha

ORCA input file:
```
! RIJCOSX wB97M-V def2-TZVPD def2/J DEFGRID3
* xyz 2 1
C 1.096 -0.400 -0.172
C -0.131 0.477 -0.062
C -2.529 0.489 0.090
C 2.417 0.294 -0.055
C -3.839 -0.276 0.084
C 3.494 -0.433 0.613
N -2.664 1.686 0.279
N -1.347 -0.247 -0.110
N -1.324 -1.576 -0.361
N 2.602 1.469 -0.539
N -0.018 1.710 0.084
H 1.083 -0.918 -1.142
H 1.024 -1.186 0.586
H -3.849 -0.937 0.955
H -3.914 -0.824 -0.856
H -4.693 0.402 0.158
H 3.361 -0.305 1.694
H 4.485 -0.058 0.363
H 3.452 -1.507 0.432
H -1.676 -1.886 -1.259
H -1.516 -2.209 0.409
H 1.837 2.018 -0.930
H 3.513 1.918 -0.491
H -0.864 2.300 0.229
*
```

No. 2
Here is C3H4N2OS as an isolated structure at a distorted geometry from the Open Molecules 2025 dataset. Energies are from ωB97M-V with the def2-TZVPD basis set.

* HOMO level (alpha / beta): -9.507 / -9.507 eV
* frontier orbital gap (alpha / beta): 0.324 / 0.324 Ha

ORCA input file:
```
! RIJCOSX wB97M-V def2-TZVPD def2/J DEFGRID3
* xyz 0 1
C 0.173 2.612 0.418
C 0.978 -2.035 0.295
C -0.941 1.864 0.114
N 1.116 3.233 0.596
N -1.655 1.532 -0.846
O -2.502 1.025 -1.437
S 0.290 -0.203 -0.006
H 1.251 -2.192 1.296
H 1.785 -2.093 -0.446
H 0.339 -2.904 0.026
H -0.834 -0.839 -0.010
*
```

No. 3
Here is C29H35CaFN5O8Si as an isolated structure from the Open Molecules 2025 dataset. Energies are from ωB97M-V with the def2-TZVPD basis set.

* HOMO level: -4.080 eV
* frontier orbital gap: 0.209 Ha

ORCA input file:
```
! RIJCOSX wB97M-V def2-TZVPD def2/J DEFGRID3
* xyz -1 1
Ca -0.348 0.099 -0.895
C 0.761 0.045 2.833
C 0.124 0.777 1.818
C 1.106 1.552 1.153
C 2.343 1.297 1.768
C 2.137 0.356 2.802
H 0.275 -0.629 3.525
H -0.948 0.820 1.655
H 0.921 2.280 0.372
H 3.288 1.749 1.498
H 2.889 -0.009 3.490
C -4.215 1.093 -6.252
C -3.137 2.150 -6.446
N -2.058 2.053 -5.469
C -2.232 2.617 -4.239
C -1.386 2.485 -3.188
C -1.929 2.871 -1.804
O -2.669 3.853 -1.746
O -1.612 2.053 -0.894
C -0.122 1.834 -3.403
O 0.737 1.623 -2.531
C 0.086 1.299 -4.748
C 1.263 0.602 -5.019
C 1.323 -0.256 -6.072
F 2.502 -0.892 -6.305
C 0.169 -0.581 -6.820
C -0.895 0.303 -6.710
C -0.948 1.255 -5.681
N -0.026 -1.798 -7.535
C -1.286 -2.454 -7.145
C -1.240 -2.889 -5.685
N -0.115 -3.818 -5.433
C 1.171 -3.439 -6.083
C 1.011 -2.825 -7.476
H -4.989 1.202 -7.013
H -4.675 1.195 -5.269
H -3.804 0.085 -6.312
H -3.569 3.146 -6.344
H -2.699 2.099 -7.442
H -3.154 3.169 -4.096
H 2.094 0.684 -4.330
H -1.762 0.153 -7.334
H -1.426 -3.321 -7.798
H -2.137 -1.801 -7.310
H -2.163 -3.392 -5.397
H -1.114 -2.029 -5.023
H -0.380 -4.758 -5.702
H 0.203 -3.815 -4.179
H 1.785 -4.337 -6.145
H 1.674 -2.748 -5.406
H 0.718 -3.599 -8.191
H 1.962 -2.426 -7.806
O 2.746 -5.281 -2.164
C 3.226 -4.719 -1.048
O 4.148 -5.221 -0.453
C 2.632 -3.429 -0.633
C 2.976 -2.796 0.552
N 2.268 -1.667 0.625
N 1.492 -1.503 -0.430
C 1.685 -2.552 -1.215
C 0.858 -2.550 -2.449
O 0.854 -3.672 -3.116
O 0.255 -1.539 -2.781
H 1.989 -4.759 -2.518
H 3.666 -3.101 1.319
H 2.244 -0.956 1.390
C -4.851 -1.521 -0.840
Si -3.160 -1.731 -1.643
C -3.030 -3.516 -2.279
C -3.217 -0.656 -3.212
O -1.951 -1.355 -0.683
H -5.670 -1.762 -1.525
H -4.972 -0.487 -0.510
H -4.943 -2.162 0.040
H -3.832 -3.772 -2.980
H -3.060 -4.230 -1.453
H -2.067 -3.650 -2.786
H -3.961 -1.033 -3.924
H -2.243 -0.630 -3.712
H -3.485 0.372 -2.953
*
```

No. 4
Here is C33H37F2N6O2PtSSi2 as an isolated structure from the Open Molecules 2025 dataset. Energies are from ωB97M-V with the def2-TZVPD basis set.

* HOMO level: -10.212 eV
* frontier orbital gap: 0.230 Ha

ORCA input file:
```
! RIJCOSX wB97M-V def2-TZVPD def2/J DEFGRID3
* xyz 1 1
Pt 0.660 0.151 -0.029
C 4.725 -0.687 -1.961
Si 2.996 -0.201 -2.494
C 2.895 1.669 -2.399
C 2.776 -0.645 -4.301
C 1.737 -1.098 -1.366
C 2.352 -1.801 -0.187
C 3.275 -2.826 -0.067
C 3.635 -3.240 1.206
C 3.076 -2.634 2.327
C 2.153 -1.622 2.158
N 1.811 -1.248 0.921
Si 0.554 -2.484 -2.038
C 1.630 -3.832 -2.776
C -0.696 -2.068 -3.374
C -0.352 -3.209 -0.568
H 5.443 -0.121 -2.560
H 4.938 -1.746 -2.117
H 4.923 -0.451 -0.912
H 3.804 2.068 -2.861
H 2.856 2.051 -1.378
H 2.051 2.079 -2.957
H 3.399 0.024 -4.902
H 1.747 -0.517 -4.650
H 3.084 -1.667 -4.529
H 3.718 -3.265 -0.948
H 4.361 -4.033 1.329
H 3.351 -2.935 3.328
H 1.665 -1.113 2.976
H 2.263 -3.479 -3.593
H 0.962 -4.593 -3.192
H 2.253 -4.341 -2.040
H -0.279 -1.575 -4.254
H -1.546 -1.500 -2.997
H -1.090 -3.033 -3.707
H 0.341 -3.727 0.100
H -1.079 -3.948 -0.917
H -0.904 -2.463 0.009
F 3.394 3.224 3.298
C 2.497 3.156 2.315
C 2.197 1.907 1.796
C 1.254 1.865 0.798
C 0.658 3.006 0.266
C 0.994 4.219 0.856
F 0.432 5.345 0.402
C 1.904 4.322 1.883
C -0.128 2.813 -0.934
C -0.743 3.801 -1.701
C -1.292 3.465 -2.921
C -1.212 2.159 -3.376
C -0.626 1.221 -2.560
N -0.130 1.534 -1.360
H 2.663 1.031 2.219
H 2.147 5.278 2.323
H -0.769 4.817 -1.345
H -1.762 4.231 -3.524
H -1.593 1.862 -4.343
H -0.531 0.192 -2.850
N -5.809 -1.265 5.223
C -4.676 -0.738 4.678
C -4.535 0.649 4.520
C -3.391 1.178 3.960
C -2.367 0.336 3.549
C -2.490 -1.043 3.701
C -3.632 -1.577 4.253
S -0.905 1.002 2.876
O 0.229 0.326 3.456
O -0.935 2.430 2.966
N -0.943 0.405 1.302
C -2.133 0.602 0.575
N -2.290 -0.257 -0.443
C -3.416 -0.144 -1.137
C -4.393 0.787 -0.826
C -4.111 1.636 0.227
N -2.976 1.567 0.917
H -6.506 -0.667 5.625
H -5.868 -2.243 5.432
H -5.330 1.309 4.847
H -3.284 2.247 3.835
H -1.683 -1.695 3.388
H -3.724 -2.650 4.370
H -3.549 -0.832 -1.966
H -5.318 0.846 -1.379
H -4.808 2.411 0.526
*
```

No. 5
Here is one molecule with the formula C3H4N2 from the Open Molecules 2025 dataset. Energies are from ωB97M-V with the def2-TZVPD basis set.

* HOMO level: -8.314 eV
* frontier orbital gap: 0.291 Ha

ORCA input file:
```
! RIJCOSX wB97M-V def2-TZVPD def2/J DEFGRID3
* xyz 0 1
N -1.360 -0.584 0.067
C -0.831 0.582 -0.024
C 0.609 0.736 -0.051
C 1.122 -0.517 0.032
N 0.923 -1.734 0.121
H -2.375 -0.560 0.077
H -1.414 1.508 -0.087
H 1.158 1.660 -0.115
H 2.168 -1.091 -0.021
*
```

No. 6
Here is one molecule with the formula C14H15F4N3O2 at a distorted geometry from the Open Molecules 2025 dataset. Energies are from ωB97M-V with the def2-TZVPD basis set.

* HOMO level: -8.489 eV
* frontier orbital gap: 0.304 Ha

ORCA input file:
```
! RIJCOSX wB97M-V def2-TZVPD def2/J DEFGRID3
* xyz 0 1
F 1.174 -2.853 1.223
C 0.099 -2.055 1.256
C -0.177 -1.315 2.323
F 0.687 -1.214 3.353
C -1.355 -0.430 2.432
O -1.479 0.448 3.294
C -2.356 -0.608 1.341
F -3.470 0.165 1.447
C -2.161 -1.404 0.294
F -3.150 -1.614 -0.602
C -0.814 -2.141 0.017
O -1.040 -3.421 -0.193
C 0.484 0.791 0.008
N 0.989 0.513 -1.314
C 2.002 1.482 -1.765
C 1.978 1.571 -3.247
C 2.165 0.217 -3.827
N 1.251 -0.782 -3.171
C 1.220 -2.005 -3.949
C 0.441 -3.055 -3.216
C -0.732 -2.374 -2.485
N -0.222 -1.569 -1.364
C 0.670 -0.650 -1.930
H -0.513 0.355 0.097
H 1.142 0.395 0.807
H 0.410 1.883 0.160
H 1.769 2.448 -1.300
H 2.994 1.150 -1.417
H 1.043 1.982 -3.599
H 2.781 2.186 -3.617
H 1.956 0.152 -4.912
H 3.191 -0.171 -3.682
H 0.706 -1.806 -4.892
H 2.226 -2.375 -4.182
H 0.058 -3.861 -3.887
H 1.088 -3.556 -2.468
H -1.407 -1.852 -3.224
H -1.264 -3.151 -1.931
*
```

No. 7
Here is one molecule with the formula CH3ClN2S at a distorted geometry from the Open Molecules 2025 dataset. Energies are from ωB97M-V with the def2-TZVPD basis set.

* HOMO level: -8.674 eV
* SMILES: NNC(=S)Cl
* frontier orbital gap: 0.339 Ha

ORCA input file:
```
! RIJCOSX wB97M-V def2-TZVPD def2/J DEFGRID3
* xyz 0 1
C -1.108 0.120 0.042
N 1.354 -0.206 -0.227
N 0.174 0.493 -0.015
S -2.436 1.075 -0.020
Cl -1.344 -1.659 0.009
H 2.025 -0.121 0.487
H 1.083 -1.165 -0.544
H 0.252 1.462 0.267
*
```

No. 8
Here is a 2-piece molecular cluster, C5H9NO3 overall at a distorted geometry from the Open Molecules 2025 dataset. Energies are from ωB97M-V with the def2-TZVPD basis set.

* HOMO level: -9.682 eV
* SMILES: [H]/N=C\[C@@](C)(O)C=O.C=O
* frontier orbital gap: 0.358 Ha

ORCA input file:
```
! RIJCOSX wB97M-V def2-TZVPD def2/J DEFGRID3
* xyz 0 1
C 2.544 -1.170 -0.395
C 0.550 0.310 0.988
O 2.108 -0.516 -1.308
O 0.633 -0.455 1.909
H 0.547 0.519 -1.603
H 2.110 -2.136 -0.097
H 3.430 -0.849 0.178
H 1.202 1.201 0.886
C -1.179 -1.072 -0.289
C -0.621 0.331 -0.056
C -1.650 1.210 0.656
N -1.923 2.391 0.366
O -0.232 0.983 -1.227
H -1.422 2.745 -0.450
H -2.159 0.736 1.489
H -2.132 -1.009 -0.807
H -1.317 -1.575 0.665
H -0.488 -1.645 -0.904
*
```

No. 9
Here is one molecule with the formula C3H9NO at a distorted geometry from the Open Molecules 2025 dataset. Energies are from ωB97M-V with the def2-TZVPD basis set.

* HOMO level: -9.137 eV
* SMILES: NCCCO
* frontier orbital gap: 0.373 Ha

ORCA input file:
```
! RIJCOSX wB97M-V def2-TZVPD def2/J DEFGRID3
* xyz 0 1
C -0.999 0.569 0.108
C 0.089 -0.495 -0.066
C 1.478 0.112 0.177
O 2.535 -0.832 0.103
N -2.226 0.054 -0.462
H -1.028 0.887 1.156
H -0.655 1.425 -0.487
H -0.007 -1.129 0.803
H 0.010 -1.113 -0.955
H 1.630 0.942 -0.519
H 1.438 0.462 1.211
H 3.189 -0.513 -0.517
H -3.108 0.534 -0.392
H -2.346 -0.903 -0.158
*
```

No. 10
Here is C35H37F5MgOP2Te as an isolated structure at a distorted geometry from the Open Molecules 2025 dataset. Energies are from ωB97M-V with the def2-TZVPD basis set.

* HOMO level (alpha / beta): -6.559 / -5.453 eV
* frontier orbital gap (alpha / beta): 0.241 / 0.190 Ha

ORCA input file:
```
! RIJCOSX wB97M-V def2-TZVPD def2/J DEFGRID3
* xyz 0 1
Mg -2.251 -4.482 -1.746
C -3.314 -4.600 -3.426
C -3.719 -3.315 -3.100
C -5.089 -3.000 -2.595
C -5.520 -3.839 -1.359
C -4.396 -3.992 -0.395
C -3.614 -5.093 -0.295
C -3.636 -6.231 -1.300
C -3.905 -5.874 -2.800
C -0.133 -0.053 1.725
H -2.550 -4.704 -4.221
H -3.318 -2.473 -3.676
H -5.837 -3.178 -3.392
H -5.138 -1.919 -2.360
H -6.371 -3.274 -0.926
H -5.944 -4.793 -1.727
H -4.424 -3.244 0.406
H -2.959 -5.253 0.554
H -4.349 -7.044 -1.045
H -2.670 -6.754 -1.138
H -3.441 -6.712 -3.349
H -4.996 -5.869 -3.002
H 0.680 -0.569 1.215
H 0.229 0.236 2.705
H -0.417 0.809 1.111
P -1.327 -0.059 -2.062
P -1.498 -1.139 1.903
C -2.472 -0.670 -0.816
C -2.250 -1.424 0.311
C -2.137 1.252 -2.964
C -3.419 1.025 -3.481
C -3.966 1.968 -4.358
C -3.235 3.114 -4.677
C -1.972 3.350 -4.120
C -1.419 2.415 -3.245
C -0.864 -1.185 -3.448
C -0.642 -2.524 -3.128
C 0.364 -3.249 -3.774
C 0.744 -2.842 -5.064
C 0.152 -1.685 -5.612
C -0.628 -0.833 -4.804
C -2.600 -0.477 3.201
C -3.217 0.783 3.009
C -3.985 1.353 4.033
C -4.191 0.684 5.253
C -3.610 -0.581 5.429
C -2.820 -1.156 4.423
C -1.007 -2.786 2.471
C 0.361 -3.105 2.528
C 0.722 -4.453 2.622
C -0.258 -5.446 2.756
C -1.605 -5.085 2.880
C -2.000 -3.744 2.751
H -3.529 -0.487 -1.119
H -2.723 -2.433 0.299
H -3.952 0.109 -3.219
H -4.940 1.770 -4.795
H -3.655 3.831 -5.376
H -1.398 4.237 -4.385
H -0.431 2.576 -2.822
H -1.379 -2.989 -2.461
H 0.763 -4.138 -3.292
H 1.478 -3.413 -5.642
H 0.270 -1.457 -6.679
H -1.049 0.092 -5.226
H -3.101 1.307 2.051
H -4.468 2.329 3.876
H -4.808 1.125 6.049
H -3.790 -1.143 6.355
H -2.401 -2.154 4.594
H 1.138 -2.348 2.366
H 1.774 -4.718 2.569
H 0.030 -6.505 2.810
H -2.371 -5.845 2.938
H -3.064 -3.467 2.783
F 1.444 2.518 -1.579
Te 2.267 0.813 -1.517
F 2.278 1.264 0.393
F -0.864 -4.178 -0.530
F 2.043 0.940 -3.502
F 3.971 1.693 -1.725
O -0.040 0.390 -1.392
*
```

No. 11
Here is C53H42ClEuIN7O7PS as an isolated structure at a distorted geometry from the Open Molecules 2025 dataset. Energies are from ωB97M-V with the def2-TZVPD basis set.

* HOMO level (alpha / beta): 0.117 / -2.878 eV
* expectation value of S²: 15.77
* frontier orbital gap (alpha / beta): 0.132 / 0.242 Ha

ORCA input file:
```
! RIJCOSX wB97M-V def2-TZVPD def2/J DEFGRID3
* xyz -2 8
Eu 12.802 12.967 14.698
C 9.665 9.131 18.412
O 10.599 10.164 18.797
C 10.831 10.390 20.124
C 10.366 9.524 21.125
C 10.511 9.843 22.498
C 11.300 10.939 22.854
C 11.721 11.801 21.831
C 11.496 11.599 20.446
N 12.052 12.392 19.382
N 12.488 13.507 19.818
C 12.710 14.508 18.975
C 12.330 14.479 17.648
O 12.218 13.459 16.864
C 12.099 15.802 17.128
C 12.657 16.901 17.666
C 13.134 16.951 19.051
C 13.302 18.125 19.850
C 13.281 18.056 21.222
C 13.438 16.800 21.797
C 13.405 15.652 21.034
C 13.148 15.722 19.652
H 9.682 9.070 17.330
H 8.661 9.470 18.722
H 10.068 8.186 18.915
H 10.036 8.517 20.867
H 10.028 9.273 23.284
H 11.565 11.101 23.867
H 12.035 12.855 22.106
H 11.580 15.809 16.156
H 12.533 17.841 17.154
H 13.327 19.077 19.409
H 13.177 18.913 21.824
H 13.687 16.727 22.849
H 13.379 14.696 21.494
S 12.837 14.248 11.951
C 11.432 15.027 12.505
C 10.723 15.935 11.659
C 9.557 16.541 12.166
C 9.198 16.367 13.520
C 9.906 15.465 14.252
N 11.014 14.905 13.756
H 11.085 16.064 10.631
H 8.966 17.092 11.487
H 8.394 16.944 13.864
H 9.667 15.117 15.286
O 6.609 10.591 14.020
C 6.855 10.487 12.694
O 5.898 10.491 11.915
C 8.244 10.421 12.234
C 8.690 10.207 10.906
Cl 7.706 9.909 9.511
N 10.065 10.272 10.891
N 10.537 10.426 12.129
C 9.526 10.586 12.983
C 9.929 10.840 14.505
O 9.015 10.639 15.325
O 11.103 11.181 14.709
C 10.901 10.307 9.717
C 11.891 11.349 9.612
C 12.650 11.470 8.488
C 12.283 10.703 7.342
C 11.487 9.595 7.523
C 10.938 9.302 8.795
H 7.504 10.713 14.581
H 12.008 12.044 10.483
H 13.457 12.216 8.368
H 12.640 11.055 6.427
H 11.214 8.978 6.625
H 10.278 8.489 8.969
N 16.044 16.170 14.921
C 15.556 14.929 15.150
O 14.334 14.663 14.863
C 16.475 13.875 15.496
I 17.734 13.569 17.268
H 15.394 16.920 14.559
H 16.967 16.433 15.343
H 17.358 13.868 14.842
H 16.042 12.901 15.347
N 14.284 11.292 14.639
P 15.050 9.976 14.862
C 14.180 8.523 14.142
C 12.855 8.283 14.439
C 12.284 7.060 14.099
C 13.005 6.154 13.289
C 14.374 6.335 13.037
C 14.956 7.492 13.567
C 16.673 10.155 14.166
C 17.782 10.559 14.954
C 18.943 10.921 14.291
C 19.164 10.691 12.942
C 18.125 10.160 12.206
C 16.825 10.111 12.793
C 15.215 9.485 16.523
C 14.477 10.222 17.487
C 14.721 10.084 18.857
C 15.469 8.986 19.322
C 16.135 8.216 18.358
C 16.055 8.484 17.003
H 12.236 9.098 14.821
H 11.258 6.785 14.455
H 12.558 5.247 12.832
H 14.974 5.662 12.436
H 15.986 7.676 13.366
H 17.782 10.546 16.043
H 19.712 11.314 14.981
H 20.073 11.033 12.409
H 18.302 9.975 11.126
H 15.988 10.141 12.126
H 13.686 10.857 17.072
H 14.231 10.838 19.527
H 15.403 8.812 20.382
H 16.624 7.304 18.701
H 16.651 7.840 16.281
*
```

No. 12
Here is a 2-piece molecular cluster, C3H7N3O overall from the Open Molecules 2025 dataset. Energies are from ωB97M-V with the def2-TZVPD basis set.

* HOMO level: -8.654 eV
* frontier orbital gap: 0.356 Ha

ORCA input file:
```
! RIJCOSX wB97M-V def2-TZVPD def2/J DEFGRID3
* xyz 0 1
C -1.885 0.984 0.453
N -0.746 1.481 1.200
C 0.273 0.919 1.518
N 1.402 0.495 1.828
C 0.651 -0.781 -0.967
O 1.898 -0.944 -0.532
N 0.543 -1.383 -2.153
H -2.579 0.474 1.128
H -1.528 0.286 -0.312
H -2.405 1.830 -0.001
H 1.954 -0.470 0.328
H 1.478 0.107 2.762
H -0.334 -1.348 -2.645
H 1.324 -1.854 -2.601
*
```